A 11-piece molecular cluster, C15H51N13O11 overall in a non-equilibrium geometry, computed with ωB97M-V/def2-TZVPD.

Geometry as XYZ:
```
90
Properties=species:S:1:pos:R:3:forces:R:3
C -14.507 -7.982 8.098 0.5 0.0 -8.9
O -14.445 -7.465 6.958 0.3 0.5 0.8
N -14.449 -9.281 8.169 0.2 -3.2 1.9
N -14.714 -7.336 9.148 -0.8 2.7 5.4
H -14.669 -9.612 9.098 0.3 -1.2 -0.6
H -14.177 -9.867 7.393 -0.2 0.3 0.4
H -15.006 -6.375 9.039 0.0 -0.3 0.5
H -14.856 -7.925 9.956 -0.3 1.2 0.6
C -9.190 -7.686 10.978 -5.0 -1.1 -0.6
O -9.924 -8.113 11.852 -1.6 0.1 0.9
N -9.571 -7.304 9.754 -2.2 0.8 -0.1
N -7.965 -7.706 11.083 9.1 0.1 1.6
H -8.908 -7.286 8.993 -1.0 -0.1 -0.1
H -10.576 -7.403 9.788 0.0 0.3 -1.7
H -7.572 -8.086 11.932 0.2 0.3 -0.3
H -7.392 -7.287 10.364 0.3 -0.2 0.6
C -15.077 -7.074 14.269 2.7 0.5 -1.6
O -15.624 -7.581 13.346 -1.4 -1.6 -3.6
N -15.603 -6.913 15.392 -4.5 0.2 6.7
N -13.836 -6.605 14.304 3.4 0.8 -1.8
H -15.096 -6.562 16.192 -0.4 -0.2 -0.1
H -16.486 -7.386 15.520 0.0 0.3 0.4
H -13.450 -6.133 15.109 0.0 -0.1 -0.4
H -13.369 -6.531 13.412 0.2 0.1 0.4
C -10.676 -4.127 18.316 -2.1 -0.6 -2.0
O -11.786 -4.215 17.746 1.6 0.7 0.5
N -9.508 -3.962 17.691 1.9 0.3 -1.4
N -10.586 -4.246 19.627 -1.1 -0.2 3.1
H -9.456 -3.622 16.741 -0.3 -0.4 0.2
H -8.639 -4.272 18.103 -0.3 0.3 0.0
H -9.800 -4.269 20.260 0.1 0.3 -0.7
H -11.496 -4.182 20.061 0.2 -0.4 0.1
C -16.703 -6.824 20.575 0.5 -2.1 -1.5
O -16.438 -7.656 19.717 0.3 -0.5 0.0
N -16.238 -6.817 21.814 1.1 0.0 0.9
N -17.595 -5.887 20.352 -1.3 1.7 -0.6
H -15.777 -7.679 22.068 0.0 0.6 0.7
H -16.675 -6.097 22.372 0.6 -1.0 0.9
H -17.612 -5.132 21.023 -1.1 0.1 -0.8
H -18.203 -6.147 19.589 -0.2 1.2 0.1
C -11.050 -10.399 15.972 -3.9 -4.8 4.4
O -11.282 -11.122 16.965 0.9 0.4 -1.0
N -11.742 -10.437 14.864 -1.7 -0.3 -4.2
N -10.367 -9.335 15.958 4.4 4.7 0.6
H -11.464 -9.647 14.300 -1.2 -0.8 -1.0
H -12.290 -11.172 14.439 0.4 0.0 0.6
H -10.239 -8.965 15.026 0.8 0.9 0.9
H -10.031 -8.913 16.812 0.2 -0.1 -0.5
C -9.632 -0.533 12.018 -0.1 2.5 0.0
C -8.929 -1.527 11.139 0.9 -0.3 1.3
C -8.253 -0.817 9.918 -0.3 0.2 -0.5
C -6.907 -0.062 10.054 -0.9 -0.3 0.2
C -5.940 -0.887 10.823 0.1 0.9 -0.9
C -6.485 -1.589 12.029 0.1 -0.5 1.7
N -7.799 -2.248 11.822 -0.5 0.3 -2.8
O -8.261 -3.117 12.825 0.5 0.7 1.2
C -5.430 -2.647 12.237 0.2 -1.1 0.9
C -6.447 -0.667 13.292 -0.9 0.3 -0.2
C -10.083 -2.472 10.739 0.2 -0.8 -1.0
H -10.292 0.039 11.366 -0.5 -0.1 -0.1
H -8.974 0.283 12.317 0.4 -0.2 0.5
H -10.246 -0.819 12.872 0.4 -0.6 -0.1
H -8.098 -1.615 9.191 0.0 0.0 -0.2
H -8.901 -0.072 9.458 -0.6 -0.4 0.0
H -6.961 0.924 10.516 -0.6 0.1 0.1
H -6.501 0.102 9.056 -0.2 0.1 -0.1
H -5.188 -0.177 11.169 0.5 -0.4 0.2
H -5.453 -1.582 10.140 -0.1 -0.2 0.1
H -4.491 -2.271 11.830 0.2 -0.2 0.5
H -5.357 -2.887 13.297 0.3 -0.2 0.0
H -5.659 -3.575 11.713 -0.1 0.1 -0.2
H -7.162 -1.100 13.991 0.2 0.0 0.3
H -5.482 -0.502 13.771 0.2 -0.6 -0.2
H -6.785 0.354 13.111 -0.3 0.0 -0.4
H -9.842 -3.300 10.072 0.6 0.3 -0.6
H -10.844 -1.863 10.250 0.0 -0.1 -0.1
H -10.617 -3.043 11.497 0.3 0.7 0.9
H -8.718 -3.830 12.374 0.2 -0.1 -0.3
O -19.331 -9.072 14.876 0.2 0.1 0.2
H -20.045 -9.703 14.968 -0.2 -0.2 0.1
H -19.205 -8.987 13.931 0.1 0.1 -0.3
O -17.429 -10.732 11.439 -0.1 -0.1 -0.3
H -17.036 -9.874 11.603 0.1 0.3 0.1
H -17.362 -11.191 12.276 0.0 -0.1 0.2
O -20.360 -9.153 18.746 -0.3 0.0 0.0
H -19.690 -9.398 18.107 0.2 -0.1 -0.2
H -19.911 -8.560 19.348 0.1 0.1 0.2
O -15.388 -11.175 17.648 -0.2 -0.2 0.0
H -15.693 -10.282 17.807 -0.1 0.3 0.2
H -14.666 -11.075 17.028 0.3 0.0 -0.1
```
Forces are in eV/Å.

Summary:
Strongest force on any atom = 9.27 eV/Å
HOMO energy = -0.301 Ha
2S+1 = 1
Gap between HOMO and LUMO = 8.190 eV

Atom charges from the Mulliken analysis, given in e for atoms 1 to 5:
1. C 0.74
2. O -0.74
3. N -0.36
4. N -0.29
5. H 0.13

=====

C41H43AsCoF4N4P as an isolated structure in a non-equilibrium geometry, computed with ωB97M-V/def2-TZVPD.

Geometry as XYZ:
```
95
Properties=species:S:1:pos:R:3:forces:R:3
Co -0.627 1.701 -1.269 -0.1 0.1 0.2
C -2.878 -1.296 -1.006 1.1 -0.1 -0.1
C -2.533 -0.650 -2.339 0.6 1.3 -0.2
N -2.308 0.842 -2.288 0.0 0.1 0.7
C -2.172 1.460 -3.626 -0.1 0.0 0.4
C -0.910 1.007 -4.313 0.7 -1.5 0.7
C -3.402 1.471 -1.546 -0.3 1.2 0.7
C -3.149 2.977 -1.223 -0.3 0.2 -0.9
N -1.736 3.222 -0.905 -0.4 -1.4 -0.3
C -1.431 4.570 -0.876 -0.2 0.6 -0.3
C -1.355 5.366 -2.038 0.5 0.2 -0.2
F -1.473 4.843 -3.276 -0.3 -0.6 0.4
C -1.027 6.718 -2.028 -0.1 -0.2 0.9
F -0.948 7.368 -3.194 0.1 -0.1 0.4
C -0.820 7.335 -0.806 -0.4 0.0 0.9
C -0.988 6.568 0.370 0.1 1.7 -0.9
F -0.973 7.178 1.562 0.4 0.0 -0.1
C -1.232 5.232 0.339 0.4 -0.5 0.1
F -1.120 4.552 1.517 -0.5 -0.1 -0.7
H -2.248 -0.972 -0.147 -0.4 0.0 -0.6
H -2.673 -2.354 -1.147 -0.2 -0.1 0.2
H -3.911 -1.179 -0.740 -0.5 0.1 0.1
H -3.319 -0.830 -3.074 -0.1 -0.1 0.0
H -1.596 -1.014 -2.758 -0.1 -0.5 0.1
H -2.119 2.529 -3.492 -0.1 0.4 0.2
H -3.099 1.265 -4.165 0.1 -0.2 -0.5
H -0.037 0.916 -3.601 -0.8 0.3 -0.3
H -0.567 1.676 -5.079 -0.1 0.2 -0.6
H -1.034 -0.023 -4.678 0.2 0.4 -0.3
H -3.513 0.982 -0.588 0.2 -0.3 0.2
H -4.373 1.326 -2.038 0.1 0.2 -0.2
H -3.834 3.297 -0.417 0.2 -0.3 -0.1
H -3.422 3.615 -2.095 0.0 -0.4 0.3
H -0.595 8.396 -0.689 -0.1 -0.3 -0.2
N 1.328 3.413 -0.247 0.1 0.7 0.5
C 2.489 4.149 -0.208 -0.8 -0.7 -0.1
C 3.052 4.038 -1.459 -0.7 -0.4 -0.2
C 2.115 3.258 -2.200 0.6 0.2 0.7
N 1.089 2.893 -1.455 0.6 0.3 -0.4
H 0.508 3.450 0.346 0.5 0.2 0.6
H 2.788 4.642 0.709 0.0 -0.1 -0.3
H 3.989 4.435 -1.817 -0.1 0.0 0.1
H 2.182 2.902 -3.193 0.1 -0.1 -0.8
C 0.222 -1.827 -0.445 0.5 0.4 0.3
C 1.426 -2.750 -0.408 0.0 0.7 -0.7
As 1.075 -4.672 -0.233 0.3 -0.6 -0.2
C 1.808 -4.884 1.579 -0.2 0.2 -0.6
C 2.878 -4.174 2.057 0.6 -0.1 0.6
C 3.411 -4.379 3.335 -0.4 0.0 0.5
C 2.780 -5.288 4.179 -0.9 -0.4 -1.2
C 1.678 -6.046 3.668 2.1 0.8 0.9
C 1.265 -5.858 2.390 -0.8 0.0 -0.2
C -0.802 -4.582 0.232 -0.6 0.1 0.7
C -1.265 -4.111 1.467 -0.4 0.1 -0.2
C -2.634 -3.956 1.670 0.2 0.6 -0.2
C -3.540 -4.241 0.656 -0.1 -0.6 0.2
C -3.111 -4.785 -0.537 0.9 -0.1 0.1
C -1.742 -4.946 -0.731 0.7 -0.3 -0.2
P 0.544 -0.003 -0.028 0.1 -1.4 1.0
C 2.343 0.112 -0.015 0.8 0.5 -1.1
C 2.993 0.153 -1.256 -0.6 -0.1 -1.1
C 4.370 0.261 -1.396 -0.2 0.1 -0.7
C 5.130 0.443 -0.266 0.8 0.4 0.4
C 4.515 0.456 0.980 0.8 -0.5 0.0
C 3.145 0.227 1.103 0.7 0.2 0.6
C 0.183 -0.037 1.771 -1.4 0.6 0.2
C -0.713 0.953 2.298 1.9 -1.0 -0.4
C -0.943 0.950 3.657 -0.1 -1.1 0.6
C -0.398 -0.055 4.470 -0.1 0.0 -2.1
C 0.328 -1.121 3.921 -0.7 1.1 1.0
C 0.624 -1.101 2.591 0.4 -0.1 -1.6
H -0.458 -2.094 0.354 -0.3 -0.1 -0.2
H -0.270 -1.922 -1.402 -0.3 0.1 -0.2
H 2.038 -2.543 0.430 0.5 0.4 0.9
H 2.077 -2.516 -1.250 -0.1 -0.4 -0.2
H 3.365 -3.456 1.451 0.5 0.7 -0.6
H 4.284 -3.798 3.672 -0.5 -0.4 -0.2
H 3.118 -5.433 5.180 0.2 -0.1 0.5
H 1.244 -6.841 4.222 -0.4 -0.3 0.7
H 0.413 -6.410 2.052 -0.3 -0.5 -0.3
H -0.586 -3.841 2.271 0.0 -0.1 -0.2
H -2.986 -3.486 2.580 0.0 -0.3 0.1
H -4.594 -4.177 0.837 -0.4 0.3 0.1
H -3.788 -5.104 -1.302 -0.4 -0.1 -0.2
H -1.316 -5.431 -1.608 -0.5 0.2 -0.2
H 2.396 0.097 -2.189 0.3 -0.1 0.6
H 4.845 0.239 -2.390 -0.4 0.0 0.6
H 6.216 0.621 -0.342 -0.7 -0.2 0.1
H 5.201 0.538 1.833 -0.8 0.1 -0.1
H 2.746 0.130 2.092 -0.3 0.2 0.3
H -1.098 1.742 1.665 -0.2 0.0 -0.1
H -1.674 1.590 4.109 0.0 0.6 0.1
H -0.675 -0.037 5.471 -0.2 -0.1 1.7
H 0.608 -1.935 4.559 0.3 -0.3 0.1
H 1.206 -1.943 2.169 -0.4 0.7 0.2
```
Forces are in eV/Å.

Summary:
Strongest force on any atom = 2.43 eV/Å
HOMO energy (alpha / beta) = -0.388 / -0.388 Ha
Energy above the lowest of the compared OMol25 structures with the same formula, charge and spin = 3.4 kJ/mol
2S+1 = 4
Gap between HOMO and LUMO (alpha / beta) = 8.596 / 7.876 eV
Charge = +1

Atom charges from the Mulliken analysis, given in e for atoms 1 to 5:
1. Co 0.14
2. C -1.23
3. C -0.74
4. N 0.74
5. C -0.36

=====

A 4-piece molecular cluster, CH11N2O3 overall in a non-equilibrium geometry, computed with ωB97M-V/def2-TZVPD.

Geometry as XYZ:
```
17
Properties=species:S:1:pos:R:3:forces:R:3
N -0.679 0.789 -0.642 1.1 -0.1 0.1
C -1.035 -0.319 -0.093 0.0 -0.2 -0.4
N -1.006 -0.629 1.219 -1.6 1.0 0.0
H -0.354 1.608 -0.120 0.1 -0.5 0.5
H -0.466 0.749 -1.633 -0.2 0.3 -0.3
H -1.435 -1.020 -0.829 -0.2 -0.2 0.2
H -1.922 -0.827 1.598 0.2 -0.7 0.0
H -0.233 -0.960 1.759 0.7 0.2 -0.2
H 1.101 1.381 -3.867 -0.4 -0.1 0.1
H 2.198 0.585 -3.310 0.0 -0.4 0.4
O 1.242 0.677 -3.218 0.2 0.6 -0.3
H 0.264 3.228 1.499 0.2 0.5 0.4
H 0.277 2.131 2.594 0.3 0.0 0.7
O 0.017 2.330 1.706 -0.5 -0.3 -1.2
H 0.272 -3.349 0.409 0.2 -0.6 0.4
H 1.012 -3.472 1.815 0.1 -1.1 0.4
O 0.748 -2.901 1.113 -0.2 1.6 -0.7
```
Forces are in eV/Å.

Summary:
Strongest force on any atom = 1.91 eV/Å
HOMO energy = -0.532 Ha
Energy above the lowest of the compared OMol25 structures with the same formula, charge and spin = 175.9 kJ/mol
2S+1 = 1
Gap between HOMO and LUMO = 10.438 eV
Charge = +1

Atom charges from the Mulliken analysis, given in e for atoms 1 to 5:
1. N -0.06
2. C 0.04
3. N -0.33
4. H 0.30
5. H 0.24

=====

Which formula does entry 3 have?
CH11N2O3

=====

Among the records above, which one has the lowest strongest force on any atom?
CH11N2O3

=====

Which of these has the highest 2S+1?
C41H43AsCoF4N4P

=====

Which formula does entry 1 have?
C15H51N13O11